Entry 1:
{
  "formula": "C58H105N13O6",
  "method": "ωB97M-V/def2-TZVPD",
  "species": ["C", "C", "C", "C", "N", "H", "H", "H", "H", "H", "H", "H", "C", "C", "C", "C", "N", "H", "H", "H", "H", "H", "H", "H", "C", "C", "C", "C", "N", "H", "H", "H", "H", "H", "H", "H", "C", "C", "C", "C", "N", "H", "H", "H", "H", "H", "H", "H", "C", "C", "C", "C", "N", "H", "H", "H", "H", "H", "H", "H", "C", "O", "C", "C", "N", "C", "C", "O", "C", "H", "H", "H", "H", "H", "H", "H", "H", "H", "H", "H", "H", "H", "H", "H", "C", "O", "C", "C", "N", "C", "C", "O", "C", "H", "H", "H", "H", "H", "H", "H", "H", "H", "H", "H", "H", "H", "H", "H", "C", "O", "C", "C", "N", "C", "C", "O", "C", "H", "H", "H", "H", "H", "H", "H", "H", "H", "H", "H", "H", "H", "H", "H", "N", "C", "C", "C", "C", "H", "H", "H", "H", "H", "N", "C", "C", "C", "C", "H", "H", "H", "H", "H", "N", "C", "C", "C", "C", "H", "H", "H", "H", "H", "N", "C", "C", "C", "C", "H", "H", "H", "H", "H", "N", "C", "C", "C", "C", "H", "H", "H", "H", "H"],
  "coordinates": [[-14.924, 22.281, 8.644], [-13.910, 22.678, 7.537], [-13.372, 21.466, 6.721], [-13.206, 20.182, 7.434], [-13.133, 19.173, 8.013], [-15.794, 21.696, 8.347], [-15.210, 23.150, 9.237], [-14.461, 21.599, 9.356], [-13.129, 23.242, 8.046], [-14.411, 23.304, 6.799], [-12.379, 21.657, 6.313], [-13.970, 21.294, 5.826], [-5.341, 19.115, 3.874], [-6.476, 19.068, 2.832], [-7.837, 19.198, 3.531], [-7.937, 18.542, 4.860], [-8.035, 18.089, 5.931], [-5.457, 18.370, 4.661], [-5.316, 20.118, 4.301], [-4.378, 18.895, 3.414], [-6.442, 18.116, 2.302], [-6.412, 19.861, 2.087], [-8.675, 18.778, 2.975], [-8.026, 20.238, 3.799], [-12.187, 18.874, 1.469], [-13.066, 19.981, 2.133], [-12.278, 21.023, 2.910], [-11.205, 21.807, 2.223], [-10.421, 22.377, 1.618], [-12.780, 18.081, 1.013], [-11.620, 18.338, 2.230], [-11.541, 19.242, 0.673], [-13.870, 19.590, 2.756], [-13.682, 20.481, 1.385], [-11.777, 20.603, 3.781], [-12.975, 21.704, 3.399], [-9.989, 18.084, 9.138], [-8.714, 18.780, 9.702], [-7.995, 17.850, 10.617], [-6.905, 18.324, 11.463], [-6.030, 18.747, 12.049], [-9.696, 17.179, 8.607], [-10.555, 18.737, 8.473], [-10.729, 17.886, 9.913], [-8.966, 19.738, 10.157], [-8.036, 19.082, 8.904], [-7.625, 17.108, 9.909], [-8.631, 17.264, 11.280], [-5.358, 22.387, 7.147], [-6.746, 22.691, 6.565], [-7.800, 21.523, 6.676], [-9.065, 21.756, 5.931], [-10.066, 21.906, 5.351], [-5.439, 21.880, 8.108], [-4.710, 23.240, 7.345], [-4.824, 21.756, 6.437], [-6.618, 22.968, 5.518], [-7.067, 23.614, 7.047], [-7.998, 21.486, 7.747], [-7.348, 20.570, 6.404], [-10.730, 20.704, 12.616], [-11.310, 21.805, 12.016], [-11.629, 21.494, 10.671], [-11.227, 22.605, 9.758], [-9.831, 23.073, 9.929], [-9.501, 24.300, 9.160], [-10.117, 25.635, 9.778], [-10.063, 25.656, 11.250], [-8.724, 25.794, 11.769], [-11.350, 19.814, 12.714], [-10.414, 20.896, 13.642], [-9.792, 20.325, 12.210], [-12.700, 21.294, 10.638], [-11.123, 20.586, 10.345], [-11.864, 23.448, 10.027], [-11.358, 22.352, 8.705], [-9.668, 23.222, 10.914], [-9.695, 24.194, 8.092], [-8.421, 24.404, 9.265], [-11.149, 25.760, 9.450], [-9.644, 26.480, 9.278], [-8.238, 24.841, 11.560], [-8.691, 25.914, 12.852], [-8.094, 26.568, 11.331], [-5.080, 18.562, 7.744], [-3.945, 17.961, 7.170], [-2.747, 18.684, 7.153], [-1.534, 17.720, 7.289], [-0.339, 18.462, 7.587], [0.836, 17.642, 7.739], [1.503, 17.276, 6.375], [1.512, 18.537, 5.670], [1.768, 18.372, 4.271], [-5.198, 19.601, 7.435], [-4.876, 18.477, 8.811], [-5.953, 17.913, 7.671], [-2.691, 19.368, 8.000], [-2.757, 19.176, 6.181], [-1.285, 17.143, 6.398], [-1.710, 16.954, 8.044], [-0.305, 19.126, 6.827], [0.675, 16.831, 8.449], [1.587, 18.261, 8.228], [0.950, 16.543, 5.787], [2.516, 16.892, 6.495], [1.086, 17.710, 3.738], [2.777, 18.034, 4.038], [1.735, 19.321, 3.736], [-1.138, 22.599, 8.709], [-0.483, 23.267, 7.659], [0.929, 23.188, 7.887], [1.745, 24.022, 6.841], [3.206, 23.948, 7.006], [3.762, 24.653, 8.168], [5.219, 25.071, 7.792], [5.395, 26.040, 6.732], [4.779, 27.240, 6.848], [-0.782, 21.571, 8.782], [-2.200, 22.520, 8.475], [-1.085, 23.100, 9.676], [1.296, 22.162, 7.860], [1.184, 23.555, 8.881], [1.501, 25.084, 6.858], [1.467, 23.724, 5.830], [3.583, 24.476, 6.232], [3.772, 23.993, 9.036], [3.208, 25.531, 8.500], [5.696, 24.173, 7.399], [5.890, 25.379, 8.594], [3.799, 27.309, 7.319], [4.799, 27.725, 5.872], [5.484, 27.837, 7.427], [-9.227, 27.313, 6.292], [-8.362, 26.267, 5.919], [-9.170, 25.208, 5.430], [-10.462, 25.619, 5.530], [-10.504, 26.897, 6.055], [-9.016, 28.239, 6.635], [-7.296, 26.393, 6.042], [-8.831, 24.325, 4.909], [-11.310, 25.012, 5.250], [-11.228, 27.619, 6.400], [-5.270, 25.017, 2.074], [-4.990, 23.743, 2.526], [-6.211, 23.072, 2.838], [-7.194, 23.947, 2.373], [-6.630, 25.187, 1.934], [-4.603, 25.700, 1.744], [-3.969, 23.492, 2.774], [-6.336, 22.071, 3.225], [-8.253, 23.788, 2.231], [-7.087, 26.085, 1.544], [-4.312, 23.711, 10.938], [-5.515, 23.877, 10.253], [-5.504, 25.078, 9.599], [-4.235, 25.624, 9.802], [-3.478, 24.805, 10.645], [-4.104, 22.927, 11.540], [-6.261, 23.098, 10.315], [-6.329, 25.538, 9.076], [-3.834, 26.548, 9.411], [-2.454, 24.826, 10.986], [-3.060, 27.243, 6.638], [-3.929, 27.963, 5.873], [-4.796, 27.144, 5.168], [-4.428, 25.875, 5.521], [-3.401, 25.903, 6.458], [-2.230, 27.540, 7.131], [-3.813, 29.030, 5.751], [-5.572, 27.352, 4.445], [-4.836, 24.942, 5.163], [-2.888, 25.145, 7.031], [-1.528, 21.907, 5.408], [-0.713, 21.045, 4.797], [-1.221, 20.515, 3.684], [-2.443, 21.129, 3.541], [-2.627, 22.059, 4.585], [-1.374, 22.406, 6.272], [0.226, 20.769, 5.254], [-0.706, 19.822, 3.036], [-3.118, 20.852, 2.745], [-3.451, 22.701, 4.861]],
  "mulliken_charge": [-1.41, 0.21, 0.59, 0.12, -0.57, 0.40, 0.40, 0.22, -0.16, 0.42, -0.54, 0.51, -0.71, -1.08, 1.00, 0.02, -0.54, 0.57, -0.16, 0.43, 0.50, 0.38, 0.31, -0.62, -1.13, -0.72, 0.13, 0.21, -0.50, 0.39, 0.26, 0.34, 0.36, 0.37, 0.03, 0.28, -1.42, 1.87, -0.73, 0.05, -0.53, 0.50, 0.09, 0.42, -0.24, -0.75, 0.40, 0.45, -0.70, 1.30, 1.65, -1.26, -0.24, 0.61, -0.33, -0.22, -0.47, -0.21, 0.08, -0.43, -0.74, -0.39, -0.11, -0.26, 0.40, 0.19, -0.96, -0.43, -0.53, 0.36, 0.35, 0.20, 0.21, -0.27, 0.29, 0.00, 0.43, -0.01, -0.54, 0.38, 0.50, 0.13, 0.34, 0.27, -0.74, -0.51, 0.24, -0.74, 0.00, -0.92, -0.53, -0.16, -0.95, 0.17, 0.66, 0.15, 0.28, -0.17, 0.30, 0.37, -0.04, 0.46, 0.31, 0.37, 0.40, 0.37, 0.37, 0.26, -0.72, -0.21, -0.69, -0.75, -0.38, -0.39, -0.84, -0.35, -0.65, 0.43, 0.06, 0.25, 0.29, 0.37, 0.39, 0.39, 0.28, 0.39, 0.31, 0.30, 0.45, 0.27, 0.24, 0.30, 0.12, -1.63, 1.06, -1.11, -0.75, 0.20, 0.75, 0.36, 0.51, 0.42, 0.18, -1.19, 0.11, -0.46, -1.08, 0.25, 0.58, 0.76, 0.49, 0.42, -0.03, -1.04, 0.22, -1.03, -0.94, 0.24, 0.88, 0.74, 0.54, 0.51, 0.24, -1.06, -0.74, 0.85, -2.09, 0.25, 0.44, 0.56, 0.53, 1.03, 0.94, -0.25, -1.74, -0.48, -0.78, 0.17, 0.69, 0.43, 0.65, 0.63],
  "orbital_gap_ev": 8.1969,
  "mol_weight_g_mol": 1080.56,
  "e_lumo_ev": 0.389
}

Entry 2:
{
  "formula": "C58H132O22",
  "method": "ωB97M-V/def2-TZVPD",
  "species": ["C", "C", "O", "H", "H", "H", "H", "H", "H", "C", "C", "O", "H", "H", "H", "H", "H", "H", "C", "C", "O", "H", "H", "H", "H", "H", "H", "C", "C", "O", "H", "H", "H", "H", "H", "H", "C", "C", "O", "H", "H", "H", "H", "H", "H", "C", "C", "O", "H", "H", "H", "H", "H", "H", "C", "C", "O", "H", "H", "H", "H", "H", "H", "C", "C", "O", "H", "H", "H", "H", "H", "H", "C", "C", "O", "C", "H", "H", "H", "H", "H", "H", "C", "C", "O", "C", "H", "H", "H", "H", "H", "H", "C", "C", "O", "C", "H", "H", "H", "H", "H", "H", "C", "C", "O", "C", "H", "H", "H", "H", "H", "H", "C", "C", "O", "C", "H", "H", "H", "H", "H", "H", "C", "C", "O", "C", "H", "H", "H", "H", "H", "H", "C", "C", "O", "C", "H", "H", "H", "H", "H", "H", "C", "C", "O", "C", "H", "H", "H", "H", "H", "H", "C", "C", "O", "C", "H", "H", "H", "H", "H", "H", "C", "C", "O", "C", "H", "H", "H", "H", "H", "H", "C", "C", "O", "C", "H", "H", "H", "H", "H", "H", "C", "C", "O", "C", "H", "H", "H", "H", "H", "H", "C", "C", "O", "C", "H", "H", "H", "H", "H", "H", "C", "C", "O", "C", "H", "H", "H", "H", "H", "H"],
  "coordinates": [[-1.948, -3.321, -2.729], [-0.867, -4.068, -1.942], [-1.521, -4.635, -0.793], [-2.736, -3.962, -3.125], [-1.529, -2.760, -3.564], [-2.446, -2.601, -2.079], [-0.137, -3.365, -1.539], [-0.459, -4.914, -2.496], [-0.997, -5.351, -0.426], [1.389, -0.506, 3.585], [0.302, 0.078, 4.506], [-0.923, -0.296, 3.848], [1.286, -0.176, 2.551], [1.308, -1.590, 3.664], [2.383, -0.191, 3.902], [0.359, 1.156, 4.657], [0.230, -0.396, 5.485], [-1.553, 0.247, 4.329], [2.819, -4.888, -2.359], [2.667, -6.272, -3.080], [1.393, -6.826, -2.646], [3.737, -4.401, -2.688], [2.936, -4.987, -1.279], [1.988, -4.219, -2.580], [3.488, -6.934, -2.808], [2.773, -6.156, -4.159], [1.058, -7.469, -3.276], [0.407, -4.998, 1.552], [1.048, -6.293, 0.953], [0.274, -6.550, -0.213], [-0.580, -5.212, 1.964], [0.310, -4.168, 0.853], [1.012, -4.579, 2.356], [1.014, -7.091, 1.695], [2.097, -6.117, 0.714], [0.837, -6.754, -0.964], [5.446, 1.082, 1.982], [6.199, 0.173, 3.006], [6.765, -0.968, 2.379], [5.086, 1.960, 2.518], [4.633, 0.531, 1.509], [6.136, 1.511, 1.255], [5.505, -0.153, 3.781], [6.994, 0.781, 3.438], [7.576, -1.202, 2.836], [-1.385, 2.085, 7.163], [-2.162, 2.536, 5.925], [-2.759, 1.405, 5.318], [-0.507, 1.493, 6.903], [-2.078, 1.459, 7.726], [-1.193, 2.969, 7.771], [-1.522, 3.055, 5.211], [-2.970, 3.234, 6.144], [-3.614, 1.317, 5.746], [0.785, -4.025, 5.236], [0.909, -3.739, 6.717], [1.583, -2.567, 6.962], [0.229, -3.277, 4.672], [0.426, -5.040, 5.066], [1.751, -3.966, 4.735], [1.475, -4.540, 7.192], [-0.073, -3.741, 7.191], [1.208, -2.162, 7.747], [2.368, 3.091, 2.206], [1.872, 3.278, 3.631], [2.306, 4.572, 4.029], [1.812, 3.741, 1.531], [2.262, 2.065, 1.852], [3.402, 3.335, 1.964], [2.220, 2.500, 4.310], [0.787, 3.306, 3.732], [3.122, 4.383, 4.499], [-5.056, -0.903, 3.753], [-4.628, -1.137, 2.319], [-5.268, -0.555, 1.453], [-3.485, -2.053, 2.085], [-4.261, -0.457, 4.351], [-5.425, -1.840, 4.168], [-5.913, -0.233, 3.812], [-2.793, -2.107, 2.926], [-2.913, -1.781, 1.197], [-3.820, -3.055, 1.818], [-4.514, -5.820, -0.620], [-4.328, -5.875, 0.920], [-5.164, -5.358, 1.574], [-3.274, -6.815, 1.525], [-5.555, -6.024, -0.874], [-3.967, -6.507, -1.266], [-4.204, -4.811, -0.890], [-3.044, -6.562, 2.560], [-2.399, -6.773, 0.876], [-3.736, -7.801, 1.474], [2.128, 0.474, -4.738], [3.294, -0.354, -4.280], [4.379, 0.183, -4.034], [3.119, -1.821, -4.060], [2.338, 1.544, -4.744], [1.312, 0.393, -4.020], [1.768, 0.190, -5.727], [4.057, -2.338, -4.261], [2.327, -2.096, -4.756], [2.804, -1.985, -3.029], [0.050, 3.649, -5.835], [0.112, 3.240, -4.423], [1.182, 3.296, -3.803], [-1.211, 2.924, -3.710], [0.915, 4.266, -6.075], [-0.802, 4.317, -5.960], [-0.133, 2.885, -6.591], [-2.030, 2.803, -4.419], [-1.469, 3.686, -2.974], [-1.063, 1.967, -3.211], [-4.081, -1.017, -4.546], [-3.004, -0.236, -5.295], [-1.813, -0.450, -5.103], [-3.549, 0.877, -6.220], [-3.681, -1.634, -3.741], [-4.637, -1.599, -5.281], [-4.709, -0.218, -4.151], [-2.712, 1.428, -6.649], [-4.273, 1.509, -5.705], [-4.194, 0.500, -7.014], [5.037, 3.612, -3.747], [5.214, 3.209, -2.281], [6.262, 3.364, -1.646], [4.004, 2.607, -1.620], [4.603, 4.611, -3.793], [4.257, 3.000, -4.199], [5.935, 3.649, -4.363], [3.849, 1.567, -1.909], [3.045, 3.028, -1.920], [4.036, 2.692, -0.534], [-7.481, -2.989, 0.620], [-7.213, -2.882, -0.842], [-7.863, -3.454, -1.691], [-6.076, -1.972, -1.275], [-8.325, -3.621, 0.894], [-7.562, -2.024, 1.120], [-6.693, -3.619, 1.032], [-5.148, -2.079, -0.713], [-6.409, -0.955, -1.069], [-5.918, -2.186, -2.332], [0.339, 1.290, -0.650], [0.631, -0.199, -0.500], [1.628, -0.697, -0.972], [-0.265, -0.942, 0.453], [0.192, 1.695, 0.351], [-0.618, 1.448, -1.148], [1.103, 1.881, -1.153], [-0.600, -0.292, 1.262], [0.226, -1.828, 0.854], [-1.133, -1.280, -0.114], [-3.855, 6.506, -0.170], [-4.031, 6.294, -1.673], [-3.674, 5.241, -2.199], [-4.688, 7.349, -2.575], [-3.771, 5.560, 0.364], [-4.668, 7.071, 0.286], [-3.012, 7.161, 0.053], [-4.022, 8.188, -2.775], [-5.552, 7.754, -2.048], [-5.017, 6.943, -3.532], [-4.265, 1.863, -1.358], [-5.345, 1.960, -2.474], [-6.283, 1.161, -2.513], [-5.260, 3.071, -3.516], [-3.368, 1.497, -1.858], [-4.536, 1.229, -0.514], [-3.986, 2.838, -0.958], [-4.249, 3.434, -3.701], [-5.795, 3.953, -3.163], [-5.768, 2.785, -4.437], [1.897, 5.636, -1.151], [1.362, 7.041, -1.100], [1.798, 7.984, -1.704], [0.024, 7.209, -0.446], [1.638, 5.257, -2.139], [1.377, 5.036, -0.404], [2.984, 5.671, -1.082], [-0.370, 8.170, -0.777], [0.102, 7.318, 0.635], [-0.648, 6.392, -0.711], [-2.279, 3.000, 2.154], [-1.277, 4.130, 1.712], [-0.586, 4.029, 0.676], [-1.182, 5.366, 2.643], [-2.665, 3.147, 3.163], [-1.789, 2.032, 2.049], [-3.088, 3.023, 1.424], [-0.621, 6.207, 2.236], [-0.680, 5.143, 3.585], [-2.168, 5.726, 2.937], [7.355, 0.183, -1.234], [8.556, -0.721, -1.242], [8.901, -1.401, -2.239], [9.245, -0.826, 0.073], [7.334, 0.873, -0.390], [6.515, -0.503, -1.136], [7.277, 0.671, -2.206], [9.312, 0.162, 0.529], [10.189, -1.370, 0.034], [8.693, -1.383, 0.831], [3.532, -2.403, 1.180], [4.476, -3.593, 1.255], [4.144, -4.555, 1.923], [5.771, -3.648, 0.498], [4.110, -1.598, 1.634], [2.601, -2.505, 1.737], [3.350, -2.238, 0.118], [6.467, -4.211, 1.120], [6.115, -2.622, 0.365], [5.629, -4.155, -0.456]],
  "mulliken_charge": [-1.46, 0.73, 0.15, 0.42, 0.46, 0.04, -0.51, 0.34, -0.07, 0.21, 0.17, 0.01, -0.49, -0.24, 0.39, -0.25, 0.28, 0.01, 0.12, -0.69, -0.47, 0.41, -0.09, -0.19, 0.30, 0.42, 0.23, -0.16, -0.22, -0.70, 0.21, -0.21, 0.18, 0.30, 0.21, 0.31, -0.36, -0.76, -0.37, 0.29, 0.00, 0.29, 0.26, 0.51, 0.26, -1.02, 0.01, -0.43, 0.17, 0.30, 0.40, -0.34, 0.63, 0.26, -0.41, -0.54, -0.50, -0.14, 0.42, 0.20, 0.32, 0.35, 0.31, 0.41, 0.17, -0.59, -0.51, -0.19, 0.53, 0.65, -0.89, 0.39, -1.13, 0.87, -0.56, 0.53, -0.06, 0.39, 0.37, 0.29, -0.50, -0.17, -0.60, 0.76, -0.55, -1.04, 0.48, 0.32, -0.20, 0.28, 0.08, 0.42, -0.35, 0.63, -0.59, -0.54, -0.22, 0.05, 0.49, 0.43, 0.37, -0.28, -1.71, 0.50, -0.38, 0.48, 0.37, 0.47, 0.31, 0.17, 0.16, -0.40, 0.03, 0.79, -0.47, -1.06, -0.45, 0.48, 0.04, 0.26, 0.02, 0.43, -0.99, 0.31, -0.63, 0.62, 0.35, 0.07, 0.37, 0.02, -0.32, 0.10, -0.69, 0.57, -0.63, -0.07, 0.38, 0.25, 0.01, -0.28, 0.26, 0.23, 1.62, 0.69, -0.35, 0.36, -0.56, -0.50, -0.62, -0.44, -0.81, 0.45, -0.73, 0.69, -0.29, -1.40, -0.02, 0.52, 0.23, 0.33, 0.40, 0.30, 0.25, 0.60, -0.58, -1.08, -0.08, 0.21, -0.06, 0.14, 0.29, 0.38, 0.32, 0.16, -0.63, -0.41, -0.14, -0.35, 0.42, 0.48, 0.11, 0.01, -0.29, 0.72, -0.04, -1.22, 0.25, -0.34, 0.17, -0.01, 0.29, 0.51, -0.09, 0.56, -0.63, -0.82, -0.02, -0.02, 0.34, 0.36, 0.37, -0.02, 1.57, 0.52, -0.64, -0.81, -0.52, -0.74, -0.06, 0.37, -0.07, 0.25],
  "orbital_gap_ev": 8.7665,
  "mol_weight_g_mol": 1181.67,
  "e_lumo_ev": 0.009
}